Entry 1:
The following is a DFT calculation (the ωB97M-V functional and the def2-TZVPD basis) of an isolated molecule of C3H5N3 in a non-equilibrium geometry.

```
11
C3H5N3 | OMol25 | the ωB97M-V functional and the def2-TZVPD basis
N 1.98 -0.44 -0.01
N 0.41 2.15 0.76
N -1.70 -0.63 -0.20
C -0.37 -0.13 -0.04
C -0.02 1.07 0.39
C 0.83 -0.94 -0.24
H -2.28 -0.01 -0.77
H 0.02 2.83 0.12
H 0.62 -1.98 -0.52
H 2.72 -1.12 -0.14
H -2.18 -0.82 0.67
```

## Properties
* maximum force: 1.441 eV/A
* gap between HOMO and LUMO: 9.3 eV
* DFT total energy: -281.498504 Eh
* energy relative to the best compared isomer or geometry (same formula, charge and spin): 2.491 eV
* multiplicity: 1


Entry 2:
The following is a DFT calculation (the ωB97M-V functional and the def2-TZVPD basis) of C3H5N3 as an isolated structure.

```
11
C3H5N3 | OMol25 | the ωB97M-V functional and the def2-TZVPD basis
N -1.24 1.76 0.11
N 0.86 0.72 0.08
N 0.49 -1.42 -0.28
C -0.79 -0.73 -0.14
C 1.41 -0.50 -0.06
C -0.55 0.68 0.02
H -1.66 -1.21 -0.56
H -2.23 1.55 0.04
H 2.47 -0.70 0.03
H 1.36 1.59 0.14
H -0.12 -1.74 0.63
```

## Properties
* maximum force: 0.581 eV/A
* gap between HOMO and LUMO: 8.2 eV
* DFT total energy: -281.477830 Eh
* energy relative to the best compared isomer or geometry (same formula, charge and spin): 3.054 eV
* multiplicity: 1


Entry 3:
The following is a DFT calculation (the ωB97M-V functional and the def2-TZVPD basis) of an isolated molecule of C3H5N3 in a non-equilibrium geometry.

```
11
C3H5N3 | OMol25 | the ωB97M-V functional and the def2-TZVPD basis
N -2.17 0.35 0.03
N 1.20 -1.13 -0.35
N 2.54 0.77 -0.12
C -0.94 -0.02 -0.44
C -0.07 -0.89 0.11
C 1.88 -0.19 -0.24
H 3.30 0.60 0.54
H -0.66 0.51 -1.35
H -2.30 0.16 1.03
H -0.37 -1.47 0.99
H -2.41 1.31 -0.20
```

## Properties
* maximum force: 5.211 eV/A
* gap between HOMO and LUMO: 8.9 eV
* DFT total energy: -281.511494 Eh
* energy relative to the best compared isomer or geometry (same formula, charge and spin): 2.138 eV
* multiplicity: 1


Entry 4:
The following is a DFT calculation (the ωB97M-V functional and the def2-TZVPD basis) of C3H5N3 as an isolated structure.

```
11
C3H5N3 | OMol25 | the ωB97M-V functional and the def2-TZVPD basis
N 1.95 -0.21 -0.18
N -0.16 -1.13 0.35
N -1.49 0.73 0.04
C -0.21 1.04 -0.25
C -1.41 -0.65 0.36
C 0.59 -0.08 -0.02
H -1.92 -0.19 -0.74
H 2.34 -1.01 0.29
H 2.50 0.63 -0.05
H 0.06 2.01 -0.64
H -2.24 -1.14 0.84
```

## Properties
* maximum force: 0.394 eV/A
* gap between HOMO and LUMO: 9.8 eV
* DFT total energy: -281.518436 Eh
* energy relative to the best compared isomer or geometry (same formula, charge and spin): 1.949 eV
* multiplicity: 1


Entry 5:
The following is a DFT calculation (the ωB97M-V functional and the def2-TZVPD basis) of an isolated molecule of C3H5N3.

```
11
C3H5N3 | OMol25 | the ωB97M-V functional and the def2-TZVPD basis
N 1.22 1.47 -0.65
N -1.38 -0.50 1.03
N -0.91 -0.87 2.08
C 0.69 -1.04 -0.36
C 0.64 0.26 -0.43
C -0.65 -0.43 -0.30
H -1.40 -0.48 -1.10
H 2.22 1.52 -0.51
H 1.22 -1.98 -0.35
H 0.73 2.29 -0.32
H -2.38 -0.24 0.92
```

## Properties
* maximum force: 0.467 eV/A
* gap between HOMO and LUMO: 8.5 eV
* DFT total energy: -281.418101 Eh
* energy relative to the best compared isomer or geometry (same formula, charge and spin): 4.679 eV
* multiplicity: 1


Entry 6:
The following is a DFT calculation (the ωB97M-V functional and the def2-TZVPD basis) of an isolated molecule of C3H5N3.

```
11
C3H5N3 | OMol25 | the ωB97M-V functional and the def2-TZVPD basis
N 0.29 -0.62 1.25
N 1.33 -1.13 0.79
N 0.94 0.64 -0.60
C 1.71 -0.34 -0.36
C -1.42 0.12 -0.26
C -0.09 0.50 0.40
H -0.17 1.41 1.02
H -1.62 0.78 -1.11
H 2.59 -0.61 -0.94
H -2.24 0.16 0.45
H -1.33 -0.91 -0.64
```

## Properties
* maximum force: 0.396 eV/A
* gap between HOMO and LUMO: 10.1 eV
* DFT total energy: -281.533001 Eh
* energy relative to the best compared isomer or geometry (same formula, charge and spin): 1.552 eV
* multiplicity: 1


| no. | HOMO level (eV) |
| --- | --- |
| 1 | -8.578 |
| 2 | -7.341 |
| 3 | -7.912 |
| 4 | -8.759 |
| 5 | -7.625 |
| 6 | -10.153 |